Entry 1:
# C6H14Cl2N4O2

A cluster of 3 separate species, C6H14Cl2N4O2 in total at a distorted geometry (wB97M-V/def2-TZVPD, the OMol25 dataset).

Cartesian coordinates (Å):
C: 2.040133 -0.635363 -0.190515
C: -0.555471 0.139384 2.093325
C: -0.323402 1.718304 0.208823
C: -0.510114 -1.019077 -1.332246
C: -1.640200 2.506251 0.250783
C: -1.702552 -2.044040 -1.194623
N: 4.391729 0.277873 -1.141379
N: 2.452839 -1.719147 0.269950
N: -0.588864 0.234910 0.653859
N: -0.052378 -0.849143 -0.027331
O: 2.423756 0.374708 -0.618149
O: 4.720222 1.240187 -1.552553
Cl: -2.754796 1.956100 -1.005667
Cl: -3.161432 -1.174254 -0.644128
H: -0.816892 1.073408 2.688346
H: -1.210583 -0.577509 2.521608
H: 0.482330 0.014374 2.267393
H: 0.438144 2.035270 0.911784
H: -0.000462 1.835900 -0.798106
H: -1.036854 -0.241145 -1.813787
H: 0.214688 -1.521500 -1.921216
H: -1.334300 3.475063 0.150927
H: -2.129664 2.451949 1.331842
H: -1.439202 -2.859895 -0.504279
H: -1.625923 -2.397243 -2.254016
H: 1.918637 -2.476785 0.738466
H: 3.454471 -1.993093 0.405319
H: -1.653866 0.174500 0.505582

Cartesian forces, eV/Å:
C -5.9 -0.6 1.4
C 1.0 1.7 2.1
C -0.9 -0.7 0.8
C -2.6 -1.8 0.5
C -0.6 -2.6 3.4
C 1.6 -0.2 -1.2
N 1.6 2.7 -1.3
N 2.6 -4.7 2.2
N -4.2 2.6 -1.4
N 5.0 0.0 1.7
O 1.4 3.0 -1.6
O -1.0 -2.5 1.1
Cl 0.3 0.6 0.2
Cl 0.2 -1.0 -0.3
H 0.2 -0.7 -1.5
H -0.2 -1.2 -0.2
H 1.0 -0.7 1.1
H 0.0 0.5 0.0
H 0.7 -0.7 -0.8
H 0.4 1.7 -0.7
H 0.8 -0.1 -0.6
H 0.3 2.8 -0.7
H 0.7 0.0 -2.4
H -0.4 0.4 -0.3
H -1.7 -0.2 0.8
H -0.5 1.3 -0.8
H -0.8 0.9 -0.6
H 1.1 -0.3 -0.8

Properties
**Energy**: -41525.4163 eV
**Lowest unoccupied orbital energy (alpha / beta)**: -10.4 / -10.3 eV
**HOMO level (alpha / beta)**: -15.8427 / -16.1029 eV
**Orbital gap (alpha / beta)**: 5.430 / 5.816 eV
**F_max**: 6.05 eV/A
**Net charge**: +2

Entry 2:
# C6H14ClCoI2NO3P

A structure of composition C6H14ClCoI2NO3P at a distorted geometry (wB97M-V/def2-TZVPD, the OMol25 dataset).

Cartesian coordinates (Å):
I: -1.056444 -2.192651 0.018086
I: -1.082850 2.399454 0.034412
Co: 0.884513 -0.174811 -0.422476
P: 0.440556 0.026633 -2.563460
C: -1.201183 0.029843 -3.254472
C: 1.301286 1.488181 -3.115803
H: 2.264831 -1.506960 -2.620369
H: 1.447594 -1.345483 -4.212075
H: 0.706080 -2.322843 -2.900228
C: 1.301521 -1.437028 -3.131950
H: 2.265721 1.549713 -2.607458
H: 1.442498 1.408976 -4.198327
H: -1.096184 0.032570 -4.350305
H: -1.747177 0.921568 -2.935900
H: 0.709032 2.372865 -2.870699
H: -1.751153 -0.859907 -2.937461
C: -1.238618 0.167741 -0.145107
O: -2.442730 0.048352 -0.059736
Cl: 2.977562 -0.055862 -0.160143
N: -0.308480 -1.017002 4.742919
C: -0.386002 0.462853 4.685603
C: -0.584878 0.730549 3.158004
O: -1.275326 1.740817 2.899844
O: -0.017333 -0.135900 2.453447
H: -1.257608 -1.382940 4.658176
H: 0.087978 -1.340347 5.627533
H: 0.253545 -1.309533 3.905538
H: -1.210006 0.828877 5.290234
H: 0.573258 0.872273 5.012166

Cartesian forces, eV/Å:
I 0.9 -1.9 0.3
I 1.1 1.3 1.2
Co -1.2 -0.2 2.0
P 0.2 0.1 -0.7
C -0.3 0.0 -0.2
C 0.1 0.2 -0.1
H 0.0 0.0 -0.2
H 0.0 -0.2 0.0
H 0.1 0.0 -0.1
C 0.1 -0.1 -0.1
H 0.0 0.0 -0.1
H 0.0 0.2 0.1
H -0.2 0.0 0.3
H 0.0 -0.1 -0.1
H 0.1 0.0 -0.1
H 0.0 0.1 -0.1
C -3.9 0.8 -0.3
O 3.0 -0.6 -0.5
Cl -0.3 -0.1 -0.2
N 0.1 -0.2 0.4
C -0.1 0.3 -0.5
C 0.8 -0.8 0.4
O 0.3 0.1 -1.1
O -0.6 1.2 -0.5
H 0.1 -0.4 0.0
H 0.1 -0.2 -0.1
H -0.4 0.1 0.5
H 0.1 0.0 0.1
H -0.2 0.1 -0.1

Properties
**Energy**: -89701.7865 eV
**Lowest unoccupied orbital energy (alpha / beta)**: -9.9 / -10.4 eV
**Energy relative to the best compared isomer or geometry (same formula, charge and spin)**: 2.909 eV
**HOMO level (alpha / beta)**: -15.3767 / -15.9012 eV
**Orbital gap (alpha / beta)**: 5.469 / 5.480 eV
**Spin multiplicity**: 5
**F_max**: 3.96 eV/A
**Net charge**: +2

Entry 3:
# C6H14ClI2NO3PRh

A structure of composition C6H14ClI2NO3PRh at a distorted geometry (wB97M-V/def2-TZVPD, the OMol25 dataset).

Cartesian coordinates (Å):
I: 3.601451 -1.916471 -2.946618
I: 4.310533 -1.312668 -0.579089
Rh: -0.460070 0.141439 0.300132
P: -0.476740 -1.987542 0.238404
C: 0.877021 -2.838666 -0.622934
C: -0.440302 -2.767242 1.895698
H: -2.840111 -2.354749 0.035687
H: -1.925581 -3.820611 -0.416388
H: -2.039557 -2.449644 -1.562079
C: -1.973259 -2.728864 -0.506655
H: -1.277840 -2.374801 2.475910
H: -0.537509 -3.859742 1.805883
H: 0.727452 -3.928715 -0.577308
H: 1.829039 -2.587769 -0.142107
H: 0.503618 -2.519534 2.393493
H: 0.931257 -2.531611 -1.675440
C: 0.836987 0.266691 -0.980960
O: 1.447667 0.726004 -1.851564
Cl: -2.373654 -0.066238 1.741668
N: -0.736487 4.408098 -0.591773
C: 0.333863 4.322628 0.421366
C: 0.455396 2.834425 0.741985
O: 1.439915 2.391944 1.353897
O: -0.574965 2.174067 0.265257
H: -0.325900 4.216190 -1.509145
H: -1.127587 5.346401 -0.615193
H: -1.451718 3.667409 -0.421098
H: 1.287283 4.666649 0.038881
H: -0.020202 4.882923 1.290092

Cartesian forces, eV/Å:
I -0.9 -1.0 -3.9
I 1.5 1.0 3.8
Rh -1.0 0.5 1.4
P -1.2 -3.8 1.0
C 0.2 -0.1 -0.2
C 0.2 0.1 -0.2
H 0.0 0.0 -0.1
H 0.1 0.2 0.0
H -0.1 -0.1 0.1
C 0.3 0.3 -0.1
H 0.2 0.0 -0.1
H 0.1 0.3 -0.1
H 0.1 0.4 0.0
H -0.2 -0.2 0.0
H -0.2 -0.1 0.1
H -0.1 -0.1 0.1
C 1.5 2.5 -2.7
O -0.8 -1.7 1.7
Cl 0.9 0.3 -0.8
N -0.1 0.7 -1.0
C -0.2 -0.7 0.8
C 0.8 -0.9 0.9
O -2.0 0.4 -1.4
O 0.9 1.0 0.7
H -0.3 0.1 0.0
H -0.3 0.1 -0.1
H 0.5 0.4 0.2
H -0.1 0.4 0.0
H 0.5 -0.1 0.0

Properties
**Energy**: -55084.1765 eV
**Lowest unoccupied orbital energy (alpha / beta)**: -6.2 / -11.4 eV
**Energy relative to the best compared isomer or geometry (same formula, charge and spin)**: 0.000 eV
**HOMO level (alpha / beta)**: -15.1600 / -15.1197 eV
**Orbital gap (alpha / beta)**: 8.963 / 3.677 eV
**Spin multiplicity**: 5
**F_max**: 4.17 eV/A
**Net charge**: +2

Entry 4:
# C6H14ClPS

A cluster of 2 separate species, C6H14ClPS in total at a distorted geometry (wB97M-V/def2-TZVPD, the OMol25 dataset).

Cartesian coordinates (Å):
C: 2.502466 -0.294366 -0.766606
C: 2.636330 1.281524 1.195937
C: -2.754745 -0.213615 1.368241
C: -2.056071 -1.159718 -0.944278
C: 2.760347 1.106566 -0.139724
C: -2.223960 0.133857 -0.012850
P: -0.547560 0.830533 0.145679
S: -0.318656 1.236630 -1.884491
Cl: -0.978066 2.673467 1.043552
H: 3.497845 -0.818969 -1.022420
H: 1.879009 -0.936875 -0.198172
H: 2.053550 -0.240840 -1.804572
H: 2.814744 2.170239 1.852818
H: 1.967572 0.551456 1.735205
H: 0.845297 1.700948 -1.821557
H: -2.135925 -1.009600 1.745449
H: -2.933038 0.642175 2.120757
H: -3.710133 -0.827973 1.428905
H: -2.890840 -1.950670 -0.931823
H: -1.266056 -1.840330 -0.576979
H: -1.895312 -1.023989 -2.018356
H: 3.063826 1.847071 -0.869903
H: -2.803345 0.906028 -0.563097

Cartesian forces, eV/Å:
C 1.7 0.9 -2.3
C -1.6 0.1 0.0
C -1.9 -0.4 1.2
C -1.0 -1.7 0.7
C -0.2 -1.6 0.9
C -0.9 -0.6 -1.8
P 0.6 -0.2 0.7
S -2.9 -0.5 -0.7
Cl -0.1 -0.1 -0.2
H -1.3 0.8 0.9
H -0.4 -0.5 0.8
H 0.3 0.2 1.2
H 0.1 -0.5 -1.3
H 1.4 0.3 -0.5
H 2.6 1.0 0.3
H 1.0 0.2 0.8
H 0.8 -1.3 -1.3
H 0.5 1.2 -0.9
H 0.4 1.7 0.4
H 0.3 0.7 0.0
H 0.1 0.6 0.4
H 0.5 0.2 0.4
H -0.1 -0.6 0.5

Properties
**Energy**: -39094.6888 eV
**Lowest unoccupied orbital energy**: 0.7 eV
**SMILES**: CC(C)P(S)Cl.C=CC
**Energy relative to the best compared isomer or geometry (same formula, charge and spin)**: 0.533 eV
**HOMO level**: -8.7996 eV
**Orbital gap**: 9.459 eV
**F_max**: 2.99 eV/A
**Net charge**: 0